# 1
{
  "formula": "C50H46AsBrCsN2O4SSb",
  "method": "ωB97M-V/def2-TZVPD",
  "multiplicity": 1,
  "total_charge": -2,
  "e_above_lowest_ev": 0.000,
  "homo_energy_ev": -1.3,
  "homo_lumo_gap_ev": 4.765,
  "species": ["Cs", "C", "C", "N", "C", "C", "C", "C", "C", "C", "C", "C", "C", "N", "C", "H", "H", "H", "H", "H", "H", "H", "H", "O", "C", "O", "C", "C", "C", "C", "C", "C", "S", "H", "H", "H", "H", "C", "C", "C", "C", "C", "C", "C", "Sb", "C", "C", "C", "C", "C", "C", "C", "C", "C", "C", "C", "C", "C", "C", "H", "H", "H", "H", "H", "H", "H", "H", "H", "H", "H", "H", "H", "H", "H", "H", "H", "H", "H", "H", "H", "Br", "C", "C", "C", "C", "C", "C", "C", "O", "O", "H", "H", "H", "H", "C", "As", "C", "C", "H", "H", "H", "H", "H", "H", "H", "H", "H"],
  "positions_angstrom": [[0.1555, 0.2956, -1.6620], [-0.8071, -1.1811, 4.0301], [-0.4265, -1.2098, 2.6751], [0.6663, -0.6488, 2.2104], [1.4606, 0.0084, 3.0789], [1.1871, 0.0736, 4.4459], [0.0163, -0.5453, 4.9140], [2.0964, 0.7731, 5.3293], [3.1961, 1.3715, 4.8493], [3.4956, 1.3489, 3.4324], [4.6163, 1.9961, 2.8909], [4.8264, 1.9620, 1.5414], [3.9041, 1.2720, 0.7279], [2.8525, 0.6515, 1.2156], [2.6443, 0.6841, 2.5483], [-1.7385, -1.6408, 4.3325], [-1.0585, -1.7134, 1.9479], [-0.2299, -0.4929, 5.9692], [1.8676, 0.8001, 6.3887], [3.8769, 1.8953, 5.5113], [5.3006, 2.5179, 3.5524], [5.6778, 2.4525, 1.0880], [4.0256, 1.2279, -0.3526], [-1.0696, 2.3715, -2.3720], [-2.1583, 2.0392, -1.8357], [-2.2803, 1.7094, -0.6264], [-3.4021, 2.0516, -2.7044], [-3.9390, 3.2943, -3.0278], [-5.1089, 3.4149, -3.7646], [-5.7403, 2.2501, -4.1925], [-5.1913, 1.0130, -3.8982], [-4.0038, 0.8556, -3.1583], [-3.3345, -0.7520, -2.8327], [-3.4244, 4.1831, -2.6780], [-5.5218, 4.3906, -3.9928], [-6.6640, 2.3052, -4.7590], [-5.6815, 0.1074, -4.2402], [-3.5116, -3.5884, -0.5169], [-3.8161, -3.5236, 0.9610], [-3.9467, -4.7164, 1.6707], [-4.1364, -4.7298, 3.0465], [-4.1955, -3.5273, 3.7317], [-4.0932, -2.3305, 3.0251], [-3.9308, -2.2889, 1.6369], [-3.3790, -0.4463, 0.4975], [-5.2879, 0.3280, -0.1715], [-5.3113, 1.7261, -0.1218], [-6.4315, 2.4560, -0.5002], [-7.5679, 1.7878, -0.9239], [-7.5503, 0.4025, -0.9935], [-6.4241, -0.3423, -0.6418], [-6.4818, -1.8296, -0.8479], [-3.4109, 0.8636, 2.2532], [-2.1809, 1.4922, 2.4725], [-1.9730, 2.3707, 3.5302], [-3.0240, 2.6459, 4.3929], [-4.2647, 2.0633, 4.1646], [-4.4814, 1.1908, 3.0972], [-5.8786, 0.6662, 2.8602], [-3.7245, -4.5809, -0.9196], [-2.4569, -3.3674, -0.7038], [-4.0620, -2.8580, -1.1074], [-3.8795, -5.6544, 1.1294], [-4.2256, -5.6723, 3.5742], [-4.3329, -3.5140, 4.8072], [-4.1407, -1.4029, 3.5853], [-4.4229, 2.2616, 0.1913], [-6.3971, 3.5390, -0.4843], [-8.4505, 2.3376, -1.2301], [-8.4267, -0.1273, -1.3535], [-7.5175, -2.1724, -0.8967], [-5.9805, -2.3787, -0.0503], [-5.9937, -2.0834, -1.7926], [-1.3710, 1.3183, 1.7732], [-1.0030, 2.8338, 3.6674], [-2.8906, 3.3317, 5.2220], [-5.0969, 2.3041, 4.8200], [-6.4158, 0.5794, 3.8072], [-5.8747, -0.3086, 2.3724], [-6.4422, 1.3308, 2.1990], [7.2860, -4.5583, 0.1412], [5.9961, -3.3437, -0.5686], [6.1610, -2.8554, -1.8543], [5.2227, -1.9683, -2.3650], [4.1201, -1.5768, -1.6111], [3.9832, -2.0851, -0.3246], [4.9161, -2.9647, 0.2097], [3.0760, -0.6394, -2.1905], [1.9632, -1.1499, -2.4565], [3.4144, 0.5560, -2.3201], [7.0103, -3.1676, -2.4477], [5.3456, -1.5745, -3.3663], [3.1279, -1.7788, 0.2685], [4.7976, -3.3568, 1.2109], [1.4442, -4.3192, -1.2686], [0.3714, -3.6963, 0.2533], [-0.5307, -5.4188, 0.4912], [1.6757, -3.9987, 1.6983], [2.0452, -5.1811, -0.9737], [2.0560, -3.5098, -1.6622], [0.7428, -4.6114, -2.0523], [0.2150, -6.2126, 0.5706], [-1.1756, -5.6038, -0.3674], [-1.1494, -5.3943, 1.3873], [2.2884, -4.8740, 1.4741], [1.1206, -4.1687, 2.6228], [2.3081, -3.1240, 1.8394]]
}

=====

# 2
{
  "formula": "C50H46BNO4PdSi",
  "method": "ωB97M-V/def2-TZVPD",
  "multiplicity": 1,
  "total_charge": -2,
  "e_above_lowest_ev": 0.000,
  "homo_energy_ev": -2.1,
  "homo_lumo_gap_ev": 6.435,
  "species": ["Pd", "C", "C", "C", "O", "C", "C", "O", "C", "O", "C", "C", "C", "C", "C", "C", "C", "C", "C", "C", "C", "C", "C", "O", "C", "C", "C", "C", "C", "C", "C", "C", "C", "C", "C", "C", "H", "H", "H", "H", "H", "H", "H", "H", "H", "H", "H", "H", "H", "H", "H", "H", "H", "H", "H", "H", "H", "H", "H", "H", "H", "H", "H", "H", "B", "C", "N", "H", "H", "H", "C", "C", "C", "C", "C", "C", "Si", "C", "C", "C", "C", "C", "C", "C", "C", "C", "C", "C", "C", "H", "H", "H", "H", "H", "H", "H", "H", "H", "H", "H", "H", "H", "H", "H"],
  "positions_angstrom": [[0.2808, -0.1378, 0.1148], [-0.8771, 5.6885, -2.6371], [-0.6964, 4.3222, -3.2923], [-0.6459, 4.4502, -4.8094], [-1.7611, 3.4797, -2.9168], [-1.2908, 2.4077, -2.0867], [0.2282, 2.5468, -2.0773], [0.5050, 3.7091, -2.8651], [0.8197, 2.6145, -0.6144], [0.0480, 1.9054, 0.2983], [2.2394, 1.9937, -0.5701], [2.5305, 0.8346, -1.2941], [3.7153, 0.1357, -1.0936], [4.6491, 0.5916, -0.1783], [4.3769, 1.7430, 0.5471], [3.1852, 2.4286, 0.3588], [0.8477, 4.0883, -0.1815], [1.7744, 4.9980, -0.6910], [1.7628, 6.3257, -0.2904], [0.8129, 6.7762, 0.6192], [-0.1170, 5.8804, 1.1268], [-0.0941, 4.5461, 0.7315], [-1.7085, 0.9884, -2.5984], [-0.9405, 0.0473, -1.9827], [-1.5248, 0.9752, -4.1298], [-0.4242, 0.3146, -4.6591], [-0.1955, 0.2883, -6.0309], [-1.0880, 0.9037, -6.8995], [-2.2066, 1.5478, -6.3817], [-2.4158, 1.5905, -5.0102], [-3.1783, 0.6686, -2.2330], [-3.9059, -0.2480, -2.9963], [-5.1585, -0.6944, -2.5980], [-5.7185, -0.2413, -1.4106], [-4.9995, 0.6532, -0.6309], [-3.7481, 1.1002, -1.0357], [-1.7950, 6.1460, -3.0141], [-0.0306, 6.3374, -2.8706], [-0.9536, 5.5818, -1.5555], [-1.5940, 4.8391, -5.1875], [-0.4581, 3.4718, -5.2520], [0.1585, 5.1339, -5.0901], [-1.6564, 2.5415, -1.0726], [0.6609, 1.7001, -2.5966], [1.8132, 0.4324, -2.0005], [3.8853, -0.7875, -1.6340], [5.5665, 0.0393, -0.0103], [5.0873, 2.1000, 1.2844], [2.9751, 3.3003, 0.9646], [2.5099, 4.6576, -1.4088], [2.4936, 7.0164, -0.6973], [0.7997, 7.8160, 0.9270], [-0.8676, 6.2174, 1.8338], [-0.8111, 3.8340, 1.1146], [0.2232, -0.2007, -3.9581], [0.6752, -0.2265, -6.4224], [-0.9189, 0.8765, -7.9702], [-2.9136, 2.0285, -7.0502], [-3.2805, 2.1065, -4.6115], [-3.4714, -0.6349, -3.9104], [-5.6915, -1.4143, -3.2105], [-6.6899, -0.5984, -1.0877], [-5.4003, 0.9960, 0.3170], [-3.2015, 1.7614, -0.3759], [2.4409, -4.3041, 0.0364], [1.5755, -2.9822, 0.0442], [0.9585, -2.0095, 0.0784], [3.2374, -4.2162, 0.9541], [1.6847, -5.2431, 0.1945], [3.0096, -4.3719, -1.0374], [-3.9444, -4.0760, 0.5626], [-3.5424, -3.9856, 1.8904], [-2.6271, -3.0097, 2.2669], [-2.1002, -2.1079, 1.3365], [-2.5073, -2.2190, 0.0052], [-3.4229, -3.1929, -0.3742], [-0.9058, -0.7353, 1.8875], [-2.0021, 0.6744, 2.5484], [-1.4726, 1.9350, 2.8388], [-2.2606, 2.9365, 3.3903], [-3.6028, 2.7005, 3.6651], [-4.1482, 1.4537, 3.3856], [-3.3526, 0.4550, 2.8333], [-0.0759, -1.4272, 3.4646], [-0.3527, -0.8856, 4.7243], [0.2070, -1.4104, 5.8848], [1.0632, -2.5006, 5.8138], [1.3520, -3.0565, 4.5733], [0.7893, -2.5276, 3.4202], [-4.6562, -4.8359, 0.2589], [-3.9345, -4.6768, 2.6285], [-2.3101, -2.9554, 3.3049], [-2.0954, -1.5376, -0.7394], [-3.7283, -3.2569, -1.4118], [-0.4327, 2.1268, 2.5981], [-1.8274, 3.9091, 3.5987], [-4.2194, 3.4851, 4.0886], [-5.1952, 1.2595, 3.5900], [-3.7970, -0.5079, 2.6019], [-1.0175, -0.0329, 4.8064], [-0.0281, -0.9636, 6.8447], [1.5043, -2.9123, 6.7146], [2.0230, -3.9043, 4.4955], [1.0324, -2.9821, 2.4670]]
}